# 1
{
  "formula": "C4H30BO23",
  "method": "the ωB97M-V functional and the def2-TZVPD basis",
  "species": ["O", "C", "O", "B", "O", "C", "O", "O", "C", "O", "C", "O", "O", "O", "H", "H", "O", "H", "H", "O", "H", "H", "O", "H", "H", "O", "H", "H", "O", "H", "H", "O", "H", "H", "O", "H", "H", "O", "H", "H", "O", "H", "H", "O", "H", "H", "O", "H", "H", "O", "H", "H", "O", "H", "H", "O", "H", "H"],
  "positions_angstrom": [[0.981, -2.265, 1.685], [0.333, -1.472, 1.032], [0.600, -0.199, 0.816], [-0.322, 0.404, -0.110], [-1.398, -0.631, -0.295], [-0.947, -1.792, 0.234], [-1.359, -2.963, 0.128], [0.559, 0.707, -1.274], [0.876, 1.998, -1.351], [1.607, 2.537, -2.229], [-0.013, 2.683, -0.320], [-0.723, 1.753, 0.275], [-0.005, 3.922, -0.114], [2.709, 0.506, -2.713], [3.268, 0.874, -2.029], [1.930, 1.062, -2.711], [-2.940, 0.313, 1.744], [-3.300, 0.231, 0.861], [-2.126, 0.804, 1.627], [2.917, 3.206, -0.404], [2.654, 3.279, -1.322], [3.345, 4.040, -0.210], [-2.339, 2.937, -1.125], [-1.736, 3.019, -0.386], [-1.806, 3.142, -1.893], [2.764, -1.246, 2.388], [2.101, -1.053, 1.725], [2.508, -0.718, 3.144], [0.885, -3.673, -0.444], [1.631, -4.222, -0.684], [1.148, -3.256, 0.377], [-1.370, -3.616, 1.916], [-0.750, -3.272, 1.273], [-0.964, -3.432, 2.763], [-0.998, -0.885, -2.848], [-0.679, -1.773, -2.685], [-0.847, -0.421, -2.025], [0.349, 5.889, -1.051], [-0.130, 5.696, -1.857], [-0.114, 5.397, -0.373], [1.214, 3.768, 1.767], [1.527, 4.609, 1.434], [0.870, 3.317, 0.996], [-2.691, -4.283, 0.297], [-2.949, -3.416, 0.608], [-2.614, -4.185, -0.652], [0.245, -2.642, 3.216], [0.905, -2.673, 3.908], [0.558, -1.966, 2.615], [1.170, -4.394, 1.972], [0.683, -3.613, 1.709], [0.830, -4.609, 2.840], [-0.049, 2.938, -3.303], [0.091, 1.999, -3.178], [0.798, 3.268, -3.604], [-3.208, -1.577, -0.767], [-3.336, -2.488, -1.032], [-2.341, -1.565, -0.360]],
  "forces_ev_per_angstrom": [[3.193, 3.883, -14.589], [-1.966, 1.685, -3.412], [0.687, -0.709, 2.018], [0.472, 0.223, -0.314], [5.056, 3.051, 1.331], [2.366, -2.779, 0.276], [5.114, 11.062, -7.432], [0.168, 0.990, -0.973], [1.391, 0.647, -1.183], [-0.694, -2.428, 5.538], [1.282, 2.956, -0.768], [0.227, -0.017, 1.583], [-1.984, -7.037, -1.252], [1.111, -1.753, -0.840], [0.116, 0.115, 0.106], [0.972, -0.521, -0.564], [-0.021, -0.053, 0.619], [-0.257, -0.152, -0.382], [-0.080, 0.332, 0.126], [1.091, 0.274, 0.845], [0.148, 0.277, -0.212], [0.171, 0.138, 0.406], [-1.025, 0.135, -0.436], [-1.704, 0.627, -0.204], [0.033, 0.252, -0.551], [1.960, 0.998, 0.821], [1.510, 0.662, 0.367], [0.215, 0.415, 0.197], [0.408, 0.094, -1.521], [0.158, -0.199, 0.066], [0.764, -0.769, -1.025], [-0.667, -1.598, 5.954], [-0.300, -2.149, 1.750], [-0.809, -0.435, 0.318], [0.011, 0.132, -0.913], [0.142, -0.271, -0.010], [-0.284, -0.358, -0.748], [0.439, 2.356, -0.795], [-0.093, -0.027, -0.181], [-0.015, 0.729, -0.278], [0.854, -0.255, 2.422], [0.094, 0.014, -0.166], [1.341, 0.791, 1.686], [-5.192, -4.571, -0.805], [-0.645, -0.580, 0.394], [-0.261, -0.393, -0.122], [-3.374, -0.708, 12.363], [0.177, -0.121, 0.573], [-1.162, 1.989, 5.465], [1.601, -3.724, 0.395], [0.120, -2.437, 0.939], [0.017, -0.297, -0.266], [-4.146, 0.977, -2.861], [-0.575, 0.036, -1.114], [-0.254, 0.134, -0.146], [-3.119, -1.045, -0.703], [-0.595, 0.037, -0.208], [-4.186, -0.626, -1.584]],
  "charge": -1
}


# 2
{
  "formula": "C4H30N2O10",
  "method": "the ωB97M-V functional and the def2-TZVPD basis",
  "species": ["C", "C", "C", "C", "N", "N", "H", "H", "H", "H", "H", "H", "H", "H", "H", "H", "H", "H", "O", "H", "H", "O", "H", "H", "O", "H", "H", "O", "H", "H", "O", "H", "H", "O", "H", "H", "O", "H", "H", "O", "H", "H", "O", "H", "H", "O"],
  "positions_angstrom": [[-0.099, 1.420, 1.623], [0.298, 2.067, 0.299], [0.999, 1.245, -0.795], [3.126, 0.568, -0.005], [1.904, 0.303, -0.171], [-1.129, 0.433, 1.302], [-0.396, 2.165, 2.362], [0.709, 0.923, 2.181], [-0.628, 2.478, -0.101], [1.111, 2.738, 0.624], [1.385, 1.954, -1.540], [0.252, 0.701, -1.378], [3.657, -0.177, 0.586], [3.728, 1.437, -0.287], [-1.372, -0.136, 2.116], [-0.739, -0.318, 0.739], [0.080, -0.323, -4.122], [-1.091, -1.316, -4.658], [-0.268, -1.272, -4.136], [0.434, -3.143, 4.001], [1.354, -2.056, 3.483], [0.971, -2.437, 4.296], [-2.555, -0.192, -0.235], [-1.855, -0.815, -1.523], [-2.597, -0.318, -1.201], [-2.720, 2.410, 2.251], [-3.192, 2.193, 0.858], [-3.206, 2.857, 1.540], [-2.290, 1.174, -2.102], [-2.870, 2.401, -2.760], [-2.027, 2.080, -2.411], [-0.670, -3.507, 2.451], [-2.167, -3.860, 2.426], [-1.517, -3.373, 2.898], [-0.405, 1.557, -3.369], [0.980, 1.784, -4.154], [0.299, 1.153, -3.881], [0.700, -3.552, 0.174], [1.534, -2.377, 0.295], [1.054, -2.993, 0.861], [3.774, 0.803, 2.963], [2.642, 1.510, 2.187], [3.523, 1.607, 2.527], [-0.566, -3.273, -1.820], [-0.075, -2.056, -2.653], [-0.079, -2.465, -1.740]],
  "forces_ev_per_angstrom": [[0.353, -1.365, -0.381], [1.246, 0.182, 1.041], [-1.060, -0.316, 0.084], [0.188, -0.787, 0.480], [-0.020, 0.361, -0.471], [-0.935, -1.042, 0.862], [-0.704, 0.201, -0.422], [0.374, 0.005, -0.510], [0.383, 0.737, -0.080], [-0.729, 0.852, -0.442], [0.640, -0.061, 0.353], [0.066, -0.392, 0.281], [0.340, 0.065, -0.236], [-0.485, 0.187, -0.335], [-0.142, 0.490, 0.263], [0.578, 0.343, -0.394], [-0.654, -0.959, -0.224], [0.736, 0.252, 0.384], [-0.248, 0.084, -0.327], [-0.948, -1.089, -0.305], [-0.314, -0.395, 0.525], [1.345, 1.550, -0.084], [0.553, -0.060, -0.480], [0.851, -0.765, 0.282], [-1.239, 0.630, 0.010], [-0.208, 0.273, -0.185], [0.037, -0.359, -0.567], [0.177, 0.121, 0.725], [0.273, 0.432, 0.297], [0.354, 0.261, -0.070], [-0.455, -0.683, -0.156], [-0.338, 0.084, -0.342], [-0.702, -0.707, -0.669], [1.030, 0.691, 0.695], [-0.504, 0.782, 0.235], [-0.548, -0.093, 0.287], [0.992, 0.205, -0.614], [-0.377, -0.433, -0.199], [0.006, 0.570, 0.230], [0.285, 0.037, 0.201], [-0.080, -0.642, 0.320], [-0.633, -0.335, -0.048], [0.753, 1.107, 0.022], [-0.470, -0.625, -0.252], [-0.067, -0.424, 0.530], [0.303, 1.033, -0.314]],
  "smiles": "C=NCCCN.O.O.O.O.O.O.O.O.O.O"
}


# 3
{
  "formula": "C4H30N2O11",
  "method": "the ωB97M-V functional and the def2-TZVPD basis",
  "species": ["C", "C", "C", "O", "N", "C", "N", "H", "H", "H", "H", "H", "H", "H", "H", "H", "H", "H", "H", "O", "H", "H", "O", "H", "H", "O", "H", "H", "O", "H", "H", "O", "H", "H", "O", "H", "H", "O", "H", "H", "O", "H", "H", "O", "H", "H", "O"],
  "positions_angstrom": [[0.172, 0.166, -1.228], [1.663, 0.428, -1.330], [2.560, -0.700, -0.977], [2.307, -1.876, -1.212], [-0.379, 0.030, 0.132], [-0.742, -1.240, 0.705], [0.188, -2.365, 0.819], [-0.209, -0.590, -1.921], [-0.364, 1.045, -1.579], [2.017, 0.722, -2.331], [1.841, 1.330, -0.750], [3.569, -0.593, -0.559], [0.074, 0.618, 0.812], [-0.978, -1.038, 1.750], [-1.627, -1.715, 0.294], [0.528, -2.682, -0.084], [0.931, -2.179, 1.475], [-2.087, 2.221, 3.540], [-3.490, 2.154, 2.823], [-3.027, 2.482, 3.613], [1.210, -0.816, 4.016], [1.035, 0.625, 3.406], [1.663, -0.096, 3.571], [0.016, -1.348, -4.612], [0.617, 0.045, -4.952], [0.014, -0.424, -4.368], [-2.469, -3.652, -1.269], [-3.385, -3.086, -0.159], [-3.161, -2.987, -1.081], [-1.069, 3.301, 1.203], [-2.261, 3.884, 1.849], [-1.612, 4.091, 1.164], [0.506, 2.838, 3.846], [-0.394, 2.100, 4.663], [-0.155, 2.144, 3.730], [-2.998, -0.242, -3.350], [-3.110, -1.291, -2.295], [-3.659, -0.811, -2.956], [2.998, -0.560, 2.465], [3.473, -1.969, 1.832], [3.546, -1.010, 1.794], [1.674, -3.195, -3.064], [0.575, -2.430, -2.421], [0.747, -2.986, -3.189], [1.718, 4.224, -1.547], [0.421, 3.954, -0.890], [1.114, 3.478, -1.378]],
  "forces_ev_per_angstrom": [[-1.270, 0.520, -0.112], [0.074, 0.260, 0.270], [0.800, -1.893, -0.093], [-0.506, 0.723, 0.032], [0.137, -0.650, -0.329], [0.352, -0.934, 1.185], [-0.317, -0.006, -0.285], [0.239, -0.300, 0.489], [0.438, 0.319, -0.547], [-0.501, -0.113, -0.062], [0.453, -0.060, 0.310], [-0.125, 1.050, 0.025], [0.305, 0.059, -0.085], [-0.348, 0.289, 0.038], [-0.245, 0.674, -0.631], [0.296, 0.154, 0.402], [0.371, 0.075, -0.370], [-0.768, 0.133, -0.320], [0.392, -0.028, 0.483], [0.242, -0.078, -0.419], [-0.211, 0.110, 0.001], [-0.165, -0.279, 0.255], [0.201, 0.190, -0.041], [0.304, -0.452, -0.070], [-0.057, -0.236, -0.081], [-0.253, 0.757, 0.192], [-0.557, 0.456, 0.236], [-0.037, -0.130, 0.358], [0.646, -0.426, -0.623], [0.252, -0.164, -0.224], [-0.169, 0.348, 0.056], [-0.010, -0.214, 0.215], [0.202, 0.271, -0.829], [-0.516, -0.626, 0.272], [0.444, 0.372, 0.641], [0.060, 0.367, -0.410], [-0.912, 0.067, -0.396], [0.816, -0.422, 0.764], [0.017, -0.814, -0.144], [-0.261, 0.274, 0.349], [0.384, 0.398, -0.287], [0.179, -0.060, -0.013], [0.152, 0.091, -0.061], [-0.416, -0.225, -0.178], [-0.003, -0.581, -0.141], [-0.114, -0.450, -0.162], [0.006, 1.184, 0.340]],
  "smiles": "NCNCCC=O.O.O.O.O.O.O.O.O.O.O"
}


# 4
{
  "formula": "C4H30N3O9",
  "method": "the ωB97M-V functional and the def2-TZVPD basis",
  "species": ["C", "C", "C", "C", "N", "N", "N", "H", "H", "H", "H", "H", "H", "H", "H", "H", "H", "H", "H", "H", "H", "O", "H", "H", "O", "H", "H", "O", "H", "H", "O", "H", "H", "O", "H", "H", "O", "H", "H", "O", "H", "H", "O", "H", "H", "O"],
  "positions_angstrom": [[1.713, 0.313, -2.276], [1.521, -1.068, -1.689], [0.068, -1.222, -1.182], [-0.587, -2.433, -1.303], [-1.781, -2.830, -0.825], [-0.438, -0.042, -0.674], [1.765, 1.505, -1.168], [0.808, 0.662, -2.882], [2.645, 0.336, -2.923], [1.928, -1.892, -2.381], [2.251, -1.272, -0.866], [-0.026, -3.328, -1.685], [-2.329, -3.440, -1.381], [-2.349, -1.951, -0.544], [-0.594, -0.052, 0.386], [-1.521, 0.162, -0.896], [5.118, 0.834, -0.694], [1.559, 2.302, -1.628], [1.030, 1.373, -0.440], [-4.328, 1.215, -1.358], [-5.426, 1.106, -0.306], [-4.908, 0.682, -0.950], [-1.603, 4.266, -0.923], [-1.697, 3.198, 0.222], [-2.159, 3.926, -0.213], [2.657, 1.571, -0.834], [5.258, 1.980, -1.971], [4.760, 1.583, -1.216], [2.466, 3.952, 0.861], [1.520, 2.802, 0.928], [2.402, 3.043, 0.636], [0.271, -3.940, 0.208], [0.158, -5.424, 0.070], [0.764, -4.801, 0.458], [0.843, 0.917, 2.303], [-0.328, 1.987, 2.571], [0.178, 1.551, 1.823], [1.248, -0.488, 3.578], [2.470, -0.248, 2.500], [1.835, 0.107, 3.156], [-1.908, -2.907, 2.590], [-2.264, -1.792, 3.547], [-1.788, -2.005, 2.769], [-3.620, 0.384, 0.179], [-2.960, 0.357, 1.633], [-2.883, 0.084, 0.724]],
  "forces_ev_per_angstrom": [[-0.474, 1.623, -0.630], [0.401, -1.385, 0.552], [0.422, -3.522, -1.449], [3.374, 0.234, -0.799], [-2.480, 3.550, 1.958], [-4.608, 2.041, 2.219], [-1.964, -5.587, -1.262], [1.320, -0.876, 0.625], [-1.056, 0.532, 1.097], [-1.236, 1.321, 0.421], [-0.411, 0.710, -0.085], [-0.157, 1.284, -0.184], [-0.331, -0.622, -0.613], [0.795, -2.199, -0.208], [0.627, -0.149, -1.630], [3.200, -0.808, 0.155], [0.599, 1.020, -1.295], [-0.686, 3.440, -1.830], [0.360, -0.548, -0.669], [2.724, 3.584, -2.237], [-0.984, 1.323, 0.927], [-2.021, -4.512, 0.978], [0.042, -0.180, 0.203], [0.122, 0.149, -0.259], [-0.161, -0.113, 0.058], [3.156, 0.423, 1.416], [0.078, -1.308, 1.387], [-0.738, 0.207, -0.093], [0.400, 1.289, 0.357], [-0.466, -0.264, 0.666], [0.086, -0.516, -0.228], [1.368, -1.795, 0.884], [-0.211, -0.837, -0.110], [-1.146, 2.600, -0.589], [-1.025, 1.265, -0.505], [0.974, -0.742, -1.356], [-0.203, 0.196, 1.544], [-0.374, -1.745, 0.293], [-0.836, -0.490, 1.055], [1.530, 1.636, -1.121], [-0.339, -1.901, -0.296], [-0.781, 0.043, 1.191], [1.232, 1.896, -0.821], [-0.587, -0.024, 0.359], [-0.328, 0.106, 0.234], [0.794, -0.348, -0.311]],
  "charge": 1
}


Calculated total energy / a.u.: -1925.27415; -1032.26987; -1107.50414; -1011.52127
Energy relative to the best compared isomer or geometry (same formula, charge and spin) / kcal/mol: 582.21; 55.98; 62.65; 92.90